1.
{
  "formula": "C43H37ClMgN10O4S",
  "method": "ωB97M-V/def2-TZVPD",
  "e_lumo_ev": -0.406,
  "species": ["Mg", "Cl", "C", "C", "C", "C", "O", "C", "C", "N", "C", "C", "C", "C", "C", "C", "C", "C", "N", "C", "C", "H", "H", "H", "H", "H", "H", "H", "H", "H", "H", "N", "C", "N", "C", "N", "N", "C", "N", "C", "C", "C", "C", "C", "N", "H", "H", "H", "H", "H", "H", "H", "H", "O", "C", "N", "C", "C", "O", "N", "C", "C", "C", "C", "C", "C", "C", "C", "C", "C", "C", "C", "H", "H", "H", "H", "H", "H", "H", "H", "H", "H", "H", "O", "S", "C", "C", "C", "C", "H", "H", "H", "H", "H", "H", "H", "H"],
  "positions_angstrom": [[0.543, -0.550, 0.102], [-6.068, -3.417, -1.252], [-4.596, -2.661, -0.710], [-4.543, -2.107, 0.581], [-3.398, -1.507, 1.020], [-2.219, -1.428, 0.217], [-1.163, -0.885, 0.676], [-2.313, -1.989, -1.106], [-1.207, -1.958, -2.004], [-0.044, -1.505, -1.686], [1.005, -1.368, -2.573], [0.911, -1.107, -3.923], [2.067, -0.915, -4.702], [3.315, -0.992, -4.147], [3.455, -1.245, -2.763], [4.701, -1.343, -2.108], [4.733, -1.622, -0.771], [3.524, -1.742, -0.067], [2.345, -1.626, -0.631], [2.297, -1.412, -1.970], [-3.512, -2.595, -1.534], [-5.421, -2.160, 1.211], [-3.341, -1.064, 2.007], [-1.372, -2.391, -2.998], [-0.065, -1.032, -4.389], [1.957, -0.705, -5.758], [4.203, -0.867, -4.753], [5.610, -1.197, -2.678], [5.666, -1.726, -0.235], [3.545, -1.946, 0.998], [-3.563, -3.016, -2.532], [0.399, 3.112, 2.839], [-0.922, 2.934, 2.640], [-1.737, 3.189, 3.662], [-3.029, 3.081, 3.375], [-3.908, 3.356, 4.364], [-3.531, 2.737, 2.185], [-2.623, 2.474, 1.244], [-1.316, 2.571, 1.405], [-3.190, 2.016, -0.064], [-4.579, 1.921, -0.163], [-5.153, 1.423, -1.317], [-4.322, 1.019, -2.345], [-2.957, 1.167, -2.170], [-2.387, 1.663, -1.078], [0.711, 3.171, 3.794], [1.005, 2.684, 2.159], [-3.547, 3.461, 5.295], [-4.880, 3.165, 4.215], [-5.180, 2.231, 0.676], [-6.228, 1.335, -1.406], [-4.718, 0.595, -3.258], [-2.273, 0.863, -2.957], [3.356, 1.494, 0.800], [2.916, 0.717, 1.637], [3.580, 0.403, 2.797], [2.848, -0.543, 3.607], [1.655, -0.811, 2.640], [0.801, -1.668, 2.794], [1.724, 0.041, 1.592], [3.659, -1.790, 3.957], [5.026, -1.671, 4.196], [5.787, -2.776, 4.543], [5.188, -4.020, 4.669], [3.825, -4.143, 4.452], [3.061, -3.039, 4.099], [2.333, 0.076, 4.911], [3.009, 1.140, 5.499], [2.564, 1.686, 6.694], [1.430, 1.180, 7.310], [0.754, 0.117, 6.729], [1.202, -0.436, 5.540], [4.505, 0.743, 2.977], [5.512, -0.706, 4.123], [6.849, -2.661, 4.720], [5.781, -4.885, 4.939], [3.348, -5.109, 4.559], [2.003, -3.152, 3.916], [3.889, 1.555, 5.023], [3.107, 2.507, 7.144], [1.082, 1.608, 8.242], [-0.129, -0.287, 7.208], [0.666, -1.258, 5.084], [0.633, 1.018, -0.944], [0.288, 2.453, -1.245], [1.951, 3.214, -1.437], [2.412, 2.936, -2.858], [1.193, 3.209, -3.729], [0.047, 2.447, -3.080], [2.579, 2.749, -0.680], [1.849, 4.284, -1.242], [2.709, 1.887, -2.947], [3.265, 3.557, -3.134], [1.345, 2.897, -4.764], [0.979, 4.281, -3.732], [0.062, 1.391, -3.347], [-0.932, 2.868, -3.306]]
}

***

2.
{
  "formula": "C43H37N2P2Zr",
  "method": "ωB97M-V/def2-TZVPD",
  "charge": 3,
  "e_lumo_ev": -9.891,
  "species": ["Zr", "C", "C", "C", "C", "N", "C", "C", "C", "C", "C", "C", "C", "H", "H", "H", "H", "H", "H", "H", "H", "C", "N", "C", "P", "C", "C", "C", "C", "C", "C", "C", "C", "C", "C", "C", "C", "C", "C", "C", "C", "C", "C", "P", "C", "C", "C", "C", "C", "C", "C", "C", "C", "C", "C", "C", "H", "H", "H", "H", "H", "H", "H", "H", "H", "H", "H", "H", "H", "H", "H", "H", "H", "H", "H", "H", "H", "H", "H", "H", "H", "H", "H", "H", "H"],
  "positions_angstrom": [[0.765, -0.747, 0.866], [0.353, 0.578, 5.202], [0.673, -0.591, 5.881], [1.038, -1.720, 5.167], [1.091, -1.670, 3.785], [0.743, -0.532, 3.123], [0.393, 0.565, 3.829], [1.445, -2.820, 2.924], [2.062, -3.951, 3.440], [2.321, -5.041, 2.620], [1.962, -5.010, 1.280], [1.371, -3.872, 0.752], [1.109, -2.747, 1.550], [0.067, 1.478, 5.727], [0.631, -0.624, 6.962], [1.270, -2.638, 5.687], [0.135, 1.450, 3.261], [2.347, -3.998, 4.482], [2.800, -5.919, 3.033], [2.146, -5.866, 0.646], [1.109, -3.876, -0.300], [-2.219, 1.020, -0.956], [-1.275, 0.995, -2.057], [-1.087, -0.300, -2.672], [0.120, -1.323, -1.730], [1.671, -0.372, -1.688], [2.654, -0.845, -0.776], [3.819, -0.114, -0.531], [4.012, 1.096, -1.184], [3.056, 1.560, -2.084], [1.881, 0.850, -2.320], [0.388, -2.865, -2.594], [-0.516, -3.903, -2.345], [-0.403, -5.085, -3.056], [0.612, -5.232, -3.995], [1.513, -4.202, -4.235], [1.403, -3.008, -3.541], [-1.402, 2.101, -2.986], [-0.651, 3.248, -2.771], [-0.777, 4.326, -3.638], [-1.642, 4.250, -4.719], [-2.390, 3.100, -4.932], [-2.277, 2.025, -4.063], [-1.342, 0.889, 0.660], [-2.595, 0.910, 1.949], [-3.501, -0.155, 1.941], [-4.513, -0.207, 2.884], [-4.615, 0.790, 3.846], [-3.702, 1.836, 3.870], [-2.688, 1.902, 2.926], [-0.260, 2.348, 0.743], [-0.830, 3.621, 0.669], [-0.043, 4.761, 0.710], [1.337, 4.645, 0.820], [1.925, 3.390, 0.871], [1.140, 2.246, 0.819], [-2.975, 0.227, -1.003], [-2.756, 1.971, -0.945], [-0.690, -0.187, -3.683], [-2.003, -0.902, -2.761], [2.597, -1.886, -0.432], [4.583, -0.516, 0.124], [4.920, 1.661, -1.017], [3.224, 2.489, -2.614], [1.153, 1.246, -3.014], [-1.298, -3.785, -1.601], [-1.100, -5.892, -2.881], [0.699, -6.158, -4.547], [2.295, -4.328, -4.971], [2.094, -2.197, -3.737], [0.025, 3.295, -1.924], [-0.194, 5.223, -3.473], [-1.736, 5.088, -5.397], [-3.070, 3.042, -5.772], [-2.873, 1.134, -4.224], [-3.426, -0.940, 1.195], [-5.223, -1.023, 2.871], [-5.407, 0.749, 4.581], [-3.784, 2.608, 4.623], [-1.981, 2.719, 2.962], [-1.904, 3.722, 0.572], [-0.506, 5.737, 0.656], [1.957, 5.531, 0.859], [3.001, 3.301, 0.950], [1.750, 1.326, 0.849]]
}

***

3.
{
  "formula": "C43H37N3O3S2SiTi",
  "method": "ωB97M-V/def2-TZVPD",
  "charge": 1,
  "multiplicity": 2,
  "e_lumo_ev": [-3.329, -3.512],
  "s2": 0.755,
  "species": ["Ti", "S", "C", "C", "C", "C", "C", "C", "N", "C", "C", "C", "C", "C", "C", "C", "C", "N", "C", "C", "C", "C", "C", "S", "C", "H", "H", "H", "H", "H", "H", "H", "H", "H", "H", "H", "H", "O", "C", "C", "O", "O", "C", "C", "C", "C", "C", "C", "C", "C", "C", "C", "C", "C", "H", "H", "H", "H", "H", "H", "H", "H", "H", "H", "H", "C", "Si", "C", "C", "N", "C", "C", "C", "C", "C", "C", "H", "H", "H", "H", "H", "H", "H", "H", "H", "H", "H", "H", "H", "H"],
  "positions_angstrom": [[0.385, 0.338, -0.460], [5.276, 2.566, 1.857], [6.883, 3.125, 1.967], [7.759, 2.288, 1.345], [7.114, 1.169, 0.764], [5.760, 1.177, 0.956], [4.782, 0.190, 0.496], [3.436, 0.568, 0.327], [2.490, -0.257, -0.079], [2.827, -1.539, -0.361], [4.132, -2.017, -0.230], [4.397, -3.399, -0.523], [3.404, -4.233, -0.896], [2.051, -3.764, -1.017], [0.963, -4.595, -1.331], [-0.311, -4.076, -1.381], [-0.473, -2.695, -1.170], [0.535, -1.889, -0.887], [1.776, -2.417, -0.777], [-1.494, -4.930, -1.617], [-2.146, -5.176, -2.787], [-3.243, -6.066, -2.624], [-3.393, -6.475, -1.336], [-2.210, -5.789, -0.310], [5.114, -1.119, 0.215], [7.100, 4.041, 2.492], [8.823, 2.466, 1.298], [7.632, 0.403, 0.205], [3.125, 1.584, 0.534], [5.413, -3.760, -0.426], [3.606, -5.277, -1.101], [1.121, -5.652, -1.505], [-1.459, -2.250, -1.246], [-1.854, -4.735, -3.730], [-3.884, -6.389, -3.431], [-4.132, -7.150, -0.934], [6.130, -1.468, 0.355], [-3.661, 1.829, -0.527], [-3.449, 0.595, 0.155], [-1.971, 0.279, -0.082], [-1.183, -0.089, 0.842], [-1.498, 0.390, -1.259], [-4.198, -0.546, -0.528], [-3.963, -1.861, -0.129], [-4.597, -2.909, -0.776], [-5.472, -2.652, -1.824], [-5.707, -1.345, -2.220], [-5.067, -0.292, -1.578], [-3.760, 0.767, 1.633], [-4.824, 0.121, 2.247], [-5.121, 0.375, 3.580], [-4.361, 1.277, 4.305], [-3.301, 1.936, 3.694], [-3.004, 1.683, 2.367], [-4.167, 2.400, 0.061], [-3.294, -2.061, 0.704], [-4.414, -3.928, -0.463], [-5.969, -3.472, -2.327], [-6.388, -1.139, -3.036], [-5.228, 0.727, -1.896], [-5.430, -0.580, 1.688], [-5.954, -0.134, 4.048], [-4.595, 1.473, 5.344], [-2.704, 2.645, 4.252], [-2.171, 2.198, 1.900], [1.175, 1.196, -2.777], [1.042, 2.786, -1.689], [-0.398, 3.797, -2.280], [2.676, 3.656, -1.916], [0.805, 2.160, -0.079], [0.940, 2.849, 1.139], [1.067, 4.238, 1.201], [1.210, 4.880, 2.422], [1.231, 4.155, 3.605], [1.098, 2.774, 3.555], [0.952, 2.128, 2.339], [0.626, 1.453, -3.687], [0.796, 0.180, -2.569], [2.222, 1.050, -3.050], [-0.278, 4.080, -3.328], [-0.506, 4.714, -1.698], [-1.323, 3.224, -2.178], [2.840, 3.874, -2.974], [3.508, 3.037, -1.570], [2.717, 4.602, -1.375], [1.039, 4.823, 0.291], [1.303, 5.958, 2.447], [1.344, 4.661, 4.554], [1.103, 2.194, 4.469], [0.828, 1.049, 2.317]]
}

***

E, record by record: -97093.179 -68005.240 -108468.835 eV